Record 1
Formula: C6H10N2
Source: the OMol25 dataset
Level of theory: the ωB97M-V functional and the def2-TZVPD basis

XYZ file:
```
18
C6H10N2 the ωB97M-V functional and the def2-TZVPD basis
C -0.8880 -1.1403 -2.0911
C -0.6849 -1.5931 -0.6906
C 0.5167 -1.3520 -0.0223
N 1.6628 -0.6394 -0.5808
C 1.4347 -0.0703 -1.8642
C 0.2255 -0.3875 -2.5428
H -1.8924 -1.4465 -2.6271
H -1.6768 -1.9997 -0.3313
H 0.8565 -1.7581 0.9479
H 2.2179 0.5945 -2.3912
H 0.5679 -0.2888 -3.8230
C -0.7676 1.7674 2.0884
N 0.1672 0.7778 2.6143
H -1.1264 2.1427 3.1110
H -0.4594 2.5334 1.4470
H -1.5587 1.2085 1.4851
H 0.8507 0.5030 1.8519
H 0.5542 1.1485 3.4189
```

Properties
HOMO level	-9.051	eV
2S+1	1
calculated total energy	-344.003096	Eh
SMILES	c1ccncc1.CN
total charge	0
HOMO-LUMO gap	9.4	eV

In elementary charge units, the natural (NBO) charges are: number 1, C, carries -0.192; number 2, C, carries -0.264; number 3, C, carries -0.023; number 4, N, carries -0.414; number 5, C, carries 0.006; number 6, C, carries -0.255; number 7, H, carries 0.250; number 8, H, carries 0.235; number 9, H, carries 0.227; number 10, H, carries 0.221; number 11, H, carries 0.208; number 12, C, carries -0.407; number 13, N, carries -0.842; number 14, H, carries 0.188; number 15, H, carries 0.171; number 16, H, carries 0.176; number 17, H, carries 0.364; number 18, H, carries 0.351

***

Record 2
Formula: C6H10N2O
Source: the OMol25 dataset
Level of theory: the ωB97M-V functional and the def2-TZVPD basis

XYZ file:
```
19
C6H10N2O the ωB97M-V functional and the def2-TZVPD basis
C -2.0170 -1.3329 -1.8631
C -0.5152 -1.3228 -1.4715
C 0.0050 -0.2480 -0.7971
O 0.2605 1.0895 -1.2586
N 0.5785 1.7556 -0.0197
C 0.4236 1.0104 1.0552
C 1.1650 1.5343 2.1829
C 0.3334 -0.4020 0.5369
N 0.0911 -1.4592 1.4876
H -2.6557 -1.1779 -0.9044
H -2.1738 -2.0657 -2.5272
H -2.2438 -0.3810 -2.1068
H -0.4546 -2.2140 -0.7761
H 0.2184 -1.6750 -2.4107
H 0.3544 1.7535 3.0478
H 1.4873 2.5147 2.2473
H 1.9015 0.7855 2.2789
H -0.4988 -2.0619 0.8662
H 0.9251 -1.7031 2.2198
```

Properties
HOMO level	-8.350	eV
2S+1	1
calculated total energy	-419.171890	Eh
SMILES	CCc1onc(C)c1N
total charge	0
HOMO-LUMO gap	9.1	eV

In elementary charge units, the natural (NBO) charges are: number 1, C, carries -0.599; number 2, C, carries -0.427; number 3, C, carries 0.215; number 4, O, carries -0.305; number 5, N, carries -0.108; number 6, C, carries 0.136; number 7, C, carries -0.642; number 8, C, carries 0.049; number 9, N, carries -0.874; number 10, H, carries 0.206; number 11, H, carries 0.217; number 12, H, carries 0.217; number 13, H, carries 0.200; number 14, H, carries 0.213; number 15, H, carries 0.217; number 16, H, carries 0.247; number 17, H, carries 0.226; number 18, H, carries 0.392; number 19, H, carries 0.421

***

Record 3
Formula: C6H10N2O
Source: the OMol25 dataset
Level of theory: the ωB97M-V functional and the def2-TZVPD basis

XYZ file:
```
19
C6H10N2O the ωB97M-V functional and the def2-TZVPD basis
C 3.2524 0.1576 0.1346
C 1.8989 -0.4051 0.1531
N 1.1692 -0.7921 1.1195
N -0.0465 -1.3083 0.6783
C -0.0903 -1.2016 -0.8188
O 1.2161 -0.6261 -1.0945
C -0.9903 -0.3861 0.0247
C -0.8220 1.1104 0.1078
C -2.4162 -0.8651 0.1686
H 3.9761 -0.6530 0.1993
H 3.3906 0.8156 0.9879
H 3.4085 0.6959 -0.7964
H -0.3370 -2.0402 -1.4435
H -1.2298 1.4713 1.0491
H -1.3551 1.5773 -0.7178
H 0.2219 1.4033 0.0500
H -2.7516 -0.7106 1.1923
H -2.4856 -1.9253 -0.0571
H -3.0653 -0.3104 -0.5050
```

Properties
HOMO level	-8.505	eV
2S+1	1
calculated total energy	-419.299139	Eh
SMILES	CC1=NN2[C@H](O1)C2(C)C
total charge	0
HOMO-LUMO gap	9.5	eV

In elementary charge units, the natural (NBO) charges are: number 1, C, carries -0.684; number 2, C, carries 0.522; number 3, N, carries -0.311; number 4, N, carries -0.273; number 5, C, carries 0.177; number 6, O, carries -0.524; number 7, C, carries 0.058; number 8, C, carries -0.618; number 9, C, carries -0.596; number 10, H, carries 0.247; number 11, H, carries 0.248; number 12, H, carries 0.244; number 13, H, carries 0.199; number 14, H, carries 0.219; number 15, H, carries 0.220; number 16, H, carries 0.222; number 17, H, carries 0.221; number 18, H, carries 0.218; number 19, H, carries 0.210

***

Record 4
Formula: C6H10N2O
Source: the OMol25 dataset
Level of theory: the ωB97M-V functional and the def2-TZVPD basis

XYZ file:
```
19
C6H10N2O the ωB97M-V functional and the def2-TZVPD basis
C -0.0672 -0.4245 1.5302
C 1.7268 -0.0373 -1.4853
C 1.6205 0.5584 -0.1084
C -0.9112 -0.9417 0.1078
C 0.2510 0.6220 0.5424
N -2.2207 -0.5492 -0.0040
C -0.2950 1.8928 0.6422
N -0.4327 -1.9699 -0.4968
O 2.5784 1.0845 0.4355
H -2.4738 0.3547 0.3739
H -2.8557 -1.1393 -0.5223
H -1.1692 -2.4786 -0.9875
H 0.7584 -1.0744 1.8174
H -0.8378 -0.1788 2.2583
H 2.6204 0.3530 -1.9776
H 0.8617 0.2254 -2.0952
H 1.9047 -1.1114 -1.3942
H -0.8251 2.2046 1.5336
H -0.2334 2.6095 -0.1702
```

Properties
HOMO level	-8.439	eV
2S+1	1
calculated total energy	-419.259296	Eh
total charge	0
HOMO-LUMO gap	8.7	eV

In elementary charge units, the natural (NBO) charges are: number 1, C, carries -0.393; number 2, C, carries -0.725; number 3, C, carries 0.592; number 4, C, carries 0.480; number 5, C, carries -0.136; number 6, N, carries -0.858; number 7, C, carries -0.447; number 8, N, carries -0.727; number 9, O, carries -0.517; number 10, H, carries 0.407; number 11, H, carries 0.401; number 12, H, carries 0.333; number 13, H, carries 0.245; number 14, H, carries 0.225; number 15, H, carries 0.230; number 16, H, carries 0.226; number 17, H, carries 0.265; number 18, H, carries 0.196; number 19, H, carries 0.202

***

Record 5
Formula: C6H10N2O
Source: the OMol25 dataset
Level of theory: the ωB97M-V functional and the def2-TZVPD basis

XYZ file:
```
19
C6H10N2O the ωB97M-V functional and the def2-TZVPD basis
H -2.7134 -0.1482 2.3315
N -2.5491 -0.7639 1.5167
N -1.3622 -1.0372 1.4227
C -0.5824 -1.5686 0.4432
O 0.1135 -2.5599 0.4935
C -0.7822 -0.7586 -0.8822
C -0.2375 0.6029 -0.6803
C -0.5741 1.7059 -1.3277
C 0.8696 0.6410 0.5210
C 2.1783 0.0120 0.0602
H -0.1886 -1.2997 -1.6251
H -1.8425 -0.7270 -1.1508
H -1.3377 1.6928 -2.0900
H -0.1343 2.6601 -1.0851
H 1.0070 1.7103 0.6993
H 0.6095 0.2798 1.5181
H 2.5193 0.4513 -0.8729
H 2.0547 -1.0541 -0.1016
H 2.9520 0.1612 0.8094
```

Properties
HOMO level	-9.194	eV
2S+1	1
calculated total energy	-419.263350	Eh
SMILES	[H]/N=N/C(=O)CC(=C)CC
total charge	0
HOMO-LUMO gap	8.8	eV

In elementary charge units, the natural (NBO) charges are: number 1, H, carries 0.320; number 2, N, carries -0.241; number 3, N, carries -0.177; number 4, C, carries 0.654; number 5, O, carries -0.535; number 6, C, carries -0.550; number 7, C, carries 0.044; number 8, C, carries -0.409; number 9, C, carries -0.451; number 10, C, carries -0.615; number 11, H, carries 0.250; number 12, H, carries 0.242; number 13, H, carries 0.199; number 14, H, carries 0.204; number 15, H, carries 0.205; number 16, H, carries 0.226; number 17, H, carries 0.206; number 18, H, carries 0.218; number 19, H, carries 0.212

***

Record 6
Formula: C6H10N2O
Source: the OMol25 dataset
Level of theory: the ωB97M-V functional and the def2-TZVPD basis

XYZ file:
```
19
C6H10N2O the ωB97M-V functional and the def2-TZVPD basis
C 1.8568 1.4283 0.1127
C 0.7697 0.5868 -0.2479
C -0.0282 -0.2838 0.4606
C -0.2165 0.0529 1.9361
C -0.7126 -1.2335 -0.3152
N -2.1132 -1.2108 -0.5249
C -0.0789 -1.0034 -1.7318
O -0.5733 -1.5570 -2.6637
N 0.5171 0.2881 -1.7096
H 2.9561 1.2434 -0.2628
H 2.0397 1.6795 1.1578
H 1.5725 2.4899 -0.2185
H -1.1277 0.2026 2.0103
H -0.2326 -0.7547 2.6829
H 0.5556 0.7859 2.2844
H -0.6067 -2.2090 0.2319
H -2.3949 -0.3014 -1.1050
H -2.7422 -0.9642 0.5118
H 0.5592 0.7605 -2.6089
```

Properties
HOMO level	-8.287	eV
2S+1	1
calculated total energy	-419.243028	Eh
SMILES	CC1=C(C)[C@@H](N)C(=O)N1
total charge	0
HOMO-LUMO gap	9.0	eV

In elementary charge units, the natural (NBO) charges are: number 1, C, carries -0.677; number 2, C, carries 0.169; number 3, C, carries -0.019; number 4, C, carries -0.616; number 5, C, carries -0.209; number 6, N, carries -0.778; number 7, C, carries 0.685; number 8, O, carries -0.557; number 9, N, carries -0.679; number 10, H, carries 0.244; number 11, H, carries 0.238; number 12, H, carries 0.223; number 13, H, carries 0.200; number 14, H, carries 0.207; number 15, H, carries 0.221; number 16, H, carries 0.222; number 17, H, carries 0.356; number 18, H, carries 0.342; number 19, H, carries 0.428

***

Record 7
Formula: C6H10N2O2
Source: the OMol25 dataset
Level of theory: the ωB97M-V functional and the def2-TZVPD basis

XYZ file:
```
20
C6H10N2O2 the ωB97M-V functional and the def2-TZVPD basis
N 3.1478 -0.4499 0.6382
C 2.5650 0.0735 -0.4459
O 3.1622 1.0654 -0.9016
C 1.0422 -0.0504 -0.4850
N 0.5447 -1.1982 -0.3007
C -0.8670 -1.5010 -0.4402
C -1.8366 -0.6702 0.3965
C -1.9407 0.7811 -0.0510
C -0.6501 1.5532 0.1225
O 0.4239 1.1142 -0.7180
H 3.0255 -1.4436 0.7882
H 3.9341 0.2985 0.8496
H -1.1295 -1.3887 -1.5074
H -0.9972 -2.5628 -0.1937
H -2.8252 -1.1461 0.3256
H -1.5364 -0.7177 1.4559
H -2.2596 0.8342 -1.1039
H -2.7075 1.3009 0.5427
H -0.7890 2.6082 -0.1396
H -0.3067 1.4994 1.1678
```

Properties
HOMO level	-9.491	eV
2S+1	1
calculated total energy	-494.577327	Eh
SMILES	NC(=O)C1=NCCCCO1
total charge	0
HOMO-LUMO gap	10.3	eV

In elementary charge units, the natural (NBO) charges are: number 1, N, carries -0.836; number 2, C, carries 0.589; number 3, O, carries -0.598; number 4, C, carries 0.497; number 5, N, carries -0.480; number 6, C, carries -0.249; number 7, C, carries -0.413; number 8, C, carries -0.433; number 9, C, carries -0.060; number 10, O, carries -0.500; number 11, H, carries 0.419; number 12, H, carries 0.438; number 13, H, carries 0.196; number 14, H, carries 0.203; number 15, H, carries 0.216; number 16, H, carries 0.203; number 17, H, carries 0.209; number 18, H, carries 0.218; number 19, H, carries 0.204; number 20, H, carries 0.176

***

Record 8
Formula: C6H10N2O2
Source: the OMol25 dataset
Level of theory: the ωB97M-V functional and the def2-TZVPD basis

XYZ file:
```
20
C6H10N2O2 the ωB97M-V functional and the def2-TZVPD basis
C 1.8480 1.9378 0.3418
C 1.3384 0.7390 0.0522
N 1.5694 -0.4043 0.8030
C 1.4372 -1.6484 0.0761
C -0.0191 -1.7982 -0.3671
C -0.5549 -0.4474 -0.8701
C -1.6196 0.0983 0.0920
O -2.2170 -0.5405 0.9150
O -1.8327 1.4039 -0.1058
N 0.5235 0.5023 -1.0608
H 2.5457 2.0667 1.1477
H 1.5783 2.8119 -0.2207
H 2.3772 -0.3368 1.4032
H 2.0908 -1.6659 -0.8113
H 1.7165 -2.4756 0.7311
H -0.6324 -2.1117 0.4791
H -0.0895 -2.5563 -1.1443
H -1.0607 -0.5687 -1.8362
H -2.4948 1.7378 0.5212
H 0.2115 1.3651 -1.4870
```

Properties
HOMO level	-7.657	eV
2S+1	1
calculated total energy	-494.625450	Eh
SMILES	C=C1NCC[C@@H](C(=O)O)N1
total charge	0
HOMO-LUMO gap	8.4	eV

In elementary charge units, the natural (NBO) charges are: number 1, C, carries -0.605; number 2, C, carries 0.357; number 3, N, carries -0.622; number 4, C, carries -0.214; number 5, C, carries -0.414; number 6, C, carries -0.154; number 7, C, carries 0.780; number 8, O, carries -0.589; number 9, O, carries -0.692; number 10, N, carries -0.611; number 11, H, carries 0.201; number 12, H, carries 0.201; number 13, H, carries 0.390; number 14, H, carries 0.176; number 15, H, carries 0.209; number 16, H, carries 0.242; number 17, H, carries 0.214; number 18, H, carries 0.231; number 19, H, carries 0.503; number 20, H, carries 0.396

***

Record 9
Formula: C6H10N2O2
Source: the OMol25 dataset
Level of theory: the ωB97M-V functional and the def2-TZVPD basis

XYZ file:
```
20
C6H10N2O2 the ωB97M-V functional and the def2-TZVPD basis
C -3.0328 -1.7182 -0.9159
C -2.2700 -0.4391 -1.2147
N -3.0135 0.7655 -0.8130
C -2.2007 1.5193 -0.1753
N -0.9100 1.0588 -0.0468
C -0.9094 -0.3429 -0.4704
C 0.3279 -0.5602 -1.3512
C 1.1759 0.6872 -1.2243
O 1.4629 1.4340 -2.1272
O 1.7966 0.9873 0.0811
H -3.2171 -1.8125 0.1640
H -4.0003 -1.7185 -1.4359
H -2.4594 -2.5948 -1.2503
H -2.0963 -0.3759 -2.3034
H -2.4193 2.5567 0.0894
H -0.1362 1.4371 0.6719
H -0.8905 -1.0136 0.4050
H 0.8834 -1.4425 -1.0014
H 0.0297 -0.6716 -2.4003
H 1.7888 0.1962 0.6344
```

Properties
HOMO level	-8.860	eV
2S+1	1
calculated total energy	-494.601189	Eh
SMILES	C[C@H]1N=CN[C@@H]1CC(=O)O
total charge	0
HOMO-LUMO gap	9.3	eV

In elementary charge units, the natural (NBO) charges are: number 1, C, carries -0.606; number 2, C, carries -0.078; number 3, N, carries -0.475; number 4, C, carries 0.267; number 5, N, carries -0.669; number 6, C, carries -0.059; number 7, C, carries -0.532; number 8, C, carries 0.814; number 9, O, carries -0.527; number 10, O, carries -0.741; number 11, H, carries 0.209; number 12, H, carries 0.228; number 13, H, carries 0.204; number 14, H, carries 0.192; number 15, H, carries 0.198; number 16, H, carries 0.441; number 17, H, carries 0.185; number 18, H, carries 0.230; number 19, H, carries 0.249; number 20, H, carries 0.471

***

Record 10
Formula: C6H10N2O2
Source: the OMol25 dataset
Level of theory: the ωB97M-V functional and the def2-TZVPD basis

XYZ file:
```
20
C6H10N2O2 the ωB97M-V functional and the def2-TZVPD basis
N -0.3472 3.0403 1.3226
C -0.3601 2.4778 0.2648
C 0.0970 1.3752 -0.6058
C 0.7048 0.2077 0.1626
N -0.1575 -0.4255 1.1842
C 0.1390 -1.7872 0.6876
C 0.7958 -1.1523 -0.5282
C 0.7018 -1.5153 -1.9369
O 1.9237 -1.6386 -1.1988
H -0.7808 1.0233 -1.1698
H 0.8195 1.7698 -1.3350
H 1.6834 0.5021 0.5734
H 0.1117 -0.2481 2.1462
H 0.8728 -2.3250 1.3072
H -0.7431 -2.4196 0.5198
H 0.2190 -2.4586 -2.2076
H 0.6953 -0.7398 -2.7076
O -2.4138 1.5041 0.8872
H -1.9952 0.6178 0.9019
H -1.9662 2.1918 1.7322
```

Properties
HOMO level	-9.825	eV
2S+1	1
calculated total energy	-494.479601	Eh
SMILES	N#CC[C@H]1NC[C@@]12CO2.O
total charge	0
HOMO-LUMO gap	10.5	eV

In elementary charge units, the natural (NBO) charges are: number 1, N, carries -0.411; number 2, C, carries 0.383; number 3, C, carries -0.529; number 4, C, carries -0.054; number 5, N, carries -0.636; number 6, C, carries -0.237; number 7, C, carries 0.191; number 8, C, carries -0.105; number 9, O, carries -0.466; number 10, H, carries 0.256; number 11, H, carries 0.255; number 12, H, carries 0.204; number 13, H, carries 0.381; number 14, H, carries 0.198; number 15, H, carries 0.201; number 16, H, carries 0.190; number 17, H, carries 0.187; number 18, O, carries -1.001; number 19, H, carries 0.486; number 20, H, carries 0.508